Record 1
The following is a quantum chemistry calculation of a structure of composition C23H45Br4F2N6NiO20S2 at a distorted geometry, from the OMol25 dataset.

## Properties
- multiplicity = 4
- E_LUMO (alpha / beta) (eV) = -3.0805 / -4.4886
- Kohn-Sham gap (alpha / beta) (eV) = 6.5 / 5.1

Positions of all 103 atoms, in Å:
Br -1.792 5.852 -2.463
Br -0.923 7.202 0.974
Br 0.809 -4.005 4.882
Br -1.264 -1.403 5.844
Ni 2.489 1.169 0.013
S -0.572 2.057 -1.327
S -0.508 0.023 -0.182
F 0.406 -1.059 0.572
F 0.519 3.214 -1.726
O 2.624 -1.378 -1.334
O 0.052 4.792 4.480
O -2.855 -2.697 2.291
O 4.733 0.645 0.795
O -0.549 -1.882 -6.477
O 4.494 0.839 6.170
O 6.946 0.253 4.757
O -1.527 2.830 -0.554
O -4.999 6.547 -0.350
O -2.606 1.520 -5.880
O -4.993 -2.996 2.495
O -0.131 -5.593 -1.302
O -0.957 1.603 -2.692
O -0.552 2.705 4.297
O -3.446 1.458 -3.862
O -6.605 5.560 0.864
O -1.237 0.497 0.989
O -1.146 -0.754 -1.268
O 2.169 0.663 2.199
O -1.731 -3.334 -5.260
N -5.384 5.714 0.469
N -0.185 3.775 3.804
N -1.235 -2.253 -5.488
N -4.007 -2.287 2.547
N 0.642 1.046 -0.501
N -3.034 2.051 -4.842
C 5.877 0.501 4.215
C 5.858 0.568 2.727
C -4.264 -0.835 2.697
C -0.411 -7.990 -0.729
C -3.150 3.561 -4.856
C 3.510 -3.046 0.058
C 3.336 0.656 2.798
C 0.036 -1.263 4.285
C 3.183 -1.069 -3.716
C -1.244 -3.710 -0.540
C 4.511 0.745 4.973
C 3.335 0.878 4.122
C -4.356 4.660 0.824
C 4.687 0.576 2.085
C 0.564 -6.813 -1.141
C -1.461 -1.246 -4.429
C 2.129 -0.956 -2.612
C 3.010 -2.734 -1.299
C 1.332 -2.075 4.614
C -0.156 3.829 2.282
C -0.531 -4.958 -0.057
C 0.261 6.368 -0.479
C -0.072 6.754 -1.881
H 1.269 6.694 -0.221
H 3.882 -2.858 -1.941
H -4.277 4.563 1.907
H 0.068 2.878 1.798
H 1.891 0.100 -2.482
H -2.533 -1.239 -4.230
H -0.861 -3.316 -1.482
H 1.985 -1.992 3.746
H 0.218 5.300 -0.267
H -0.799 -1.403 -3.578
H 1.088 -7.119 -2.047
H -3.776 3.878 -4.021
H -4.704 3.717 0.401
H 3.164 -2.105 -4.056
H 1.229 -1.472 -2.945
H 3.745 -4.108 0.128
H -3.684 3.834 -5.766
H -3.412 4.960 0.368
H 0.258 -0.201 4.187
H 2.397 0.996 4.644
H -0.531 -7.971 0.355
H -1.411 -7.872 -1.147
H -0.017 -8.963 -1.023
H 2.134 -3.324 -1.564
H 0.381 -4.703 0.483
H -2.318 -3.877 -0.625
H 2.688 -2.800 0.731
H -5.337 -0.648 2.661
H -3.793 -0.465 3.607
H 0.760 6.497 -2.538
H 1.811 -1.701 5.519
H 4.201 -0.831 -3.408
H 0.642 4.542 2.076
H -2.134 3.954 -4.856
H -3.839 -0.323 1.833
H 1.287 -6.786 -0.326
H 2.745 -0.437 -4.489
H -0.203 7.835 -1.913
H 6.760 0.508 2.136
H -1.098 4.242 1.924
H 4.400 -2.443 0.240
H -0.406 -1.514 3.321
H -1.114 -5.542 0.655
H -1.158 -0.313 -4.904
H -1.229 -2.944 0.235

Cartesian forces, eV/Å:
Br 1.3 0.8 0.3
Br 0.8 -0.6 -1.3
Br 0.7 1.1 -0.3
Br 0.7 0.2 -1.4
Ni 1.1 -2.3 2.6
S 0.2 4.6 -5.4
S -2.0 -7.2 4.8
F 0.1 0.3 -1.0
F 0.0 -0.9 0.8
O -0.7 1.4 -0.1
O -0.1 -1.6 -1.9
O -1.7 1.1 1.0
O -2.1 0.5 0.7
O -1.5 -1.5 1.8
O 0.1 -0.1 0.0
O -1.6 0.4 -0.1
O 1.6 -1.9 -0.4
O -0.9 -0.8 1.5
O -0.4 0.8 1.7
O 0.3 0.1 0.5
O 0.2 -0.6 0.7
O 1.3 0.5 4.2
O 0.6 1.1 -0.7
O 0.4 0.3 -0.7
O 4.4 0.7 -1.0
O -0.2 -0.2 -2.4
O 1.7 2.8 2.4
O 1.9 0.5 -2.8
O 0.5 -0.1 -1.1
N -2.6 -0.4 -0.8
N -0.9 -0.4 1.4
N 1.1 0.8 -0.6
N 0.9 -1.2 -1.7
N -2.7 2.4 -2.8
N -0.5 -0.3 -1.1
C 1.5 -0.2 -0.1
C 1.9 -0.4 2.9
C 0.2 0.7 -0.1
C 0.4 0.9 0.0
C -0.3 -0.4 -0.2
C -0.5 -0.1 0.6
C -0.5 0.4 -0.9
C 0.6 -0.1 1.0
C -1.2 -0.7 0.2
C -0.9 0.2 1.1
C 0.8 0.1 -0.4
C 0.6 -0.5 1.7
C -0.3 0.2 0.2
C -3.8 0.6 -3.8
C -1.4 -1.6 0.7
C 0.3 1.3 -0.8
C 1.4 0.4 0.1
C 0.4 0.0 -0.4
C -1.9 0.1 -0.3
C 0.8 1.0 0.4
C 0.8 0.6 -1.4
C -0.2 -0.1 1.5
C -0.9 0.1 0.2
H -0.1 0.3 0.0
H -0.4 -0.3 -0.7
H -0.2 0.1 -0.1
H -0.3 -0.2 0.7
H -0.2 0.0 0.0
H 0.3 -0.1 0.4
H 0.2 -0.2 0.2
H 0.1 -0.3 0.1
H -0.2 0.1 -0.2
H -0.5 -0.5 0.0
H -0.2 0.6 -0.2
H 0.5 -0.2 0.2
H -0.1 0.1 0.0
H 0.2 0.1 -0.3
H -0.1 -0.2 0.4
H 0.1 0.1 0.1
H 0.3 -0.2 -0.1
H -0.2 0.1 0.1
H 0.1 0.0 0.4
H -0.1 0.2 0.0
H 0.0 -0.2 0.0
H 0.1 0.1 -0.3
H 0.1 0.0 0.0
H 0.2 -0.4 -0.3
H 0.3 0.1 0.1
H 0.0 -0.3 -0.5
H 0.3 -0.1 0.5
H 0.2 -0.4 0.4
H 0.0 -0.2 -0.1
H -0.4 -0.4 -0.2
H -0.1 -0.3 -0.1
H -0.2 0.4 -0.1
H -0.2 0.1 -0.1
H -0.2 0.0 0.1
H 0.4 -0.2 0.1
H 0.4 0.5 0.0
H 0.7 0.0 -0.4
H -0.4 -0.2 -0.3
H 0.2 0.1 0.2
H 0.0 -0.1 0.3
H 0.0 -0.1 0.3
H -0.4 -0.6 0.4
H -0.3 -0.4 -0.5
H -0.3 0.1 0.3
H 0.4 0.1 0.0

=====

Record 2
The following is a quantum chemistry calculation of a structure of composition C18H44ClF5OP2TeTi at a distorted geometry, from the OMol25 dataset.

## Properties
- E_LUMO (eV) = -1.7117
- Kohn-Sham gap (eV) = 5.2

Positions of all 73 atoms, in Å:
Te 0.077 -0.525 4.340
Ti 0.909 0.270 1.062
Cl -0.484 2.078 1.519
P 2.846 0.504 -0.344
P -3.046 -0.960 -0.004
F 1.412 -2.014 4.152
F -1.281 -1.922 4.588
F 0.406 -0.626 6.195
F -1.221 0.900 4.815
F 1.676 0.748 4.322
O 0.619 -1.526 1.388
C 1.865 0.937 -2.895
C -4.527 -3.267 0.567
C 3.784 -1.049 1.851
C -4.156 1.388 1.054
C 4.339 1.229 -2.665
C 3.447 2.221 1.828
C -3.649 -0.407 2.715
C -1.970 -3.323 0.839
C -3.310 -0.388 -1.729
C 2.748 3.291 -0.313
C 3.501 2.103 0.302
C 3.872 -0.873 0.330
C -4.082 -0.119 1.275
C -3.173 -2.780 0.049
C 5.324 -0.870 -0.157
C 3.112 0.480 -2.142
C -2.847 1.058 -1.960
C -4.748 -0.651 -2.185
H -4.554 -4.359 0.484
H 1.634 1.991 -2.713
H -1.901 -2.889 1.850
H 5.857 -1.702 0.323
H -4.452 -0.046 3.366
H -2.628 -1.049 -2.299
H 3.621 -2.123 2.066
H 0.985 0.345 -2.628
H 2.806 3.339 -1.405
H 4.726 -0.748 2.332
H -4.729 1.824 1.882
H 2.420 2.120 2.239
H -1.036 -3.089 0.313
H -4.915 -0.202 -3.167
H -5.478 -0.216 -1.494
H 4.423 1.041 -3.740
H 5.402 -1.001 -1.240
H 3.783 3.233 2.092
H -2.746 0.155 2.983
H 5.286 0.921 -2.217
H 0.950 -2.202 2.018
H 2.056 0.817 -3.967
H -2.544 1.173 -3.011
H -4.672 -3.021 1.625
H 4.545 2.105 -0.028
H -5.071 -0.569 1.097
H -3.069 -3.091 -1.008
H 3.256 -0.593 -2.332
H -0.032 0.327 -0.219
H 3.183 4.217 0.085
H -2.072 -4.415 0.937
H 5.867 0.042 0.104
H 4.101 1.511 2.344
H 3.377 -1.745 -0.147
H -3.482 -1.469 2.939
H 2.987 -0.496 2.380
H -5.372 -2.875 -0.011
H 1.686 3.283 -0.022
H -3.148 1.829 1.085
H -1.967 1.293 -1.338
H -4.652 1.668 0.120
H 4.252 2.310 -2.541
H -4.963 -1.724 -2.291
H -3.651 1.781 -1.766

Cartesian forces, eV/Å:
Te -0.5 0.3 0.7
Ti -3.4 -1.5 2.3
Cl 1.1 -0.9 -0.1
P 1.3 0.4 0.2
P 3.5 1.4 0.8
F -0.2 0.2 0.0
F 0.4 0.4 0.1
F -0.1 -0.1 -1.0
F 0.6 -0.6 0.1
F -0.3 -0.3 -0.2
O 1.2 1.6 -0.4
C -0.2 -0.1 -0.3
C 0.1 -0.6 0.0
C -0.1 -0.5 0.4
C 0.1 0.1 0.1
C 0.3 0.1 0.0
C 0.0 -0.1 0.2
C 0.0 -0.1 -0.1
C -0.2 -0.3 0.0
C -0.8 -0.5 0.1
C -0.1 0.2 -0.1
C 0.2 0.0 -0.3
C 0.0 -0.2 -0.7
C -1.1 -0.8 -0.8
C -0.6 0.1 -0.2
C 0.2 -0.2 0.0
C -0.2 -0.2 -0.4
C 0.2 0.0 -0.2
C -0.1 0.1 -0.6
H -0.1 0.0 0.1
H 0.0 -0.1 0.0
H -0.1 -0.1 -0.3
H -0.1 0.1 -0.2
H 0.1 -0.1 0.1
H -0.2 0.2 0.3
H 0.1 0.6 0.1
H 0.1 0.1 0.0
H 0.0 -0.1 0.2
H -0.3 0.0 -0.1
H 0.1 0.0 -0.1
H 0.4 0.1 -0.1
H -0.3 -0.1 0.2
H -0.2 0.0 -0.1
H 0.1 0.0 -0.1
H -0.1 0.0 0.1
H 0.0 -0.1 0.2
H -0.2 -0.2 0.0
H -0.1 -0.2 -0.1
H -0.2 0.0 0.1
H -0.3 0.5 -0.1
H -0.2 0.0 0.1
H -0.2 0.0 0.2
H 0.0 0.0 -0.2
H 0.0 0.2 0.1
H -0.2 0.4 0.5
H 0.0 0.1 0.3
H -0.1 0.1 -0.1
H 0.2 -0.1 -0.8
H -0.1 -0.2 -0.1
H 0.1 0.2 0.0
H -0.1 0.0 0.1
H -0.2 0.2 -0.1
H 0.1 0.3 0.2
H 0.0 0.3 -0.1
H 0.2 -0.2 -0.1
H 0.2 0.0 0.1
H 0.3 0.0 -0.1
H -0.3 -0.1 -0.1
H -0.4 0.0 -0.1
H 0.1 -0.1 0.1
H -0.1 -0.1 0.0
H 0.1 0.2 0.2
H 0.3 -0.2 0.0

=====

Record 3
The following is a quantum chemistry calculation of a structure of composition C36H32LuNO3P2 at a distorted geometry, from the OMol25 dataset.

## Properties
- E_LUMO (alpha / beta) (eV) = -10.5211 / -10.5210
- charge = +2
- Kohn-Sham gap (alpha / beta) (eV) = 3.3 / 3.3

Positions of all 75 atoms, in Å:
Lu 0.000 0.000 0.000
P -0.081 1.989 1.142
P -0.092 -1.959 -1.190
O 3.422 -1.288 1.862
O 4.083 -0.231 0.215
O 1.891 -0.392 0.519
N 3.187 -0.661 0.874
C -0.473 -0.960 -3.756
C 3.645 -3.571 -0.933
C -1.156 -4.580 -1.038
C -2.308 -1.521 -5.231
C 0.751 1.614 5.681
C -2.796 2.348 1.672
C -1.341 -3.231 0.960
C -2.014 -4.270 1.599
C -1.779 4.134 0.401
C -2.834 -2.368 -4.256
C 1.951 -2.748 -2.996
C -1.667 2.898 1.048
C -0.996 -1.818 -2.776
C -0.533 2.592 3.880
C -2.253 -5.470 0.925
C 3.023 5.038 -0.408
C 1.497 0.886 4.751
C 1.229 1.002 3.389
C -1.819 -5.623 -0.392
C -2.180 -2.520 -3.032
C 2.700 3.901 -1.151
C 1.772 2.987 -0.657
C -0.264 2.464 5.243
C 3.207 -3.279 -3.292
C 0.214 1.863 2.945
C 2.397 -3.033 -0.634
C -3.000 4.811 0.381
C -4.009 3.031 1.663
C 1.482 4.349 1.323
C -1.126 -0.820 -4.979
C -4.115 4.264 1.015
C 2.418 5.258 0.829
C 1.538 -2.628 -1.664
C -0.913 -3.374 -0.368
C 4.052 -3.694 -2.263
C 1.150 3.211 0.578
H -1.135 -2.305 1.488
H -2.593 -3.182 -2.277
H -2.819 -1.404 -6.183
H 5.031 -4.103 -2.496
H 2.287 0.220 5.087
H 1.801 0.433 2.660
H -0.714 -0.157 -5.734
H -3.754 -2.914 -4.445
H -1.347 -0.386 0.652
H 2.086 -2.902 0.400
H 1.538 2.083 -1.214
H -1.213 0.495 -0.818
H 3.526 -3.362 -4.328
H -2.344 -4.147 2.627
H -2.717 1.379 2.156
H -0.849 3.031 5.962
H -0.913 4.565 -0.091
H 4.308 -3.878 -0.129
H -0.822 -4.703 -2.064
H -1.322 3.257 3.545
H 0.959 1.516 6.743
H 3.182 3.718 -2.107
H -1.996 -6.556 -0.919
H 1.296 -2.418 -3.796
H -4.876 2.597 2.154
H 0.442 -0.410 -3.550
H 3.755 5.745 -0.788
H 2.677 6.136 1.415
H -2.768 -6.284 1.427
H -3.077 5.766 -0.131
H 1.016 4.517 2.289
H -5.064 4.792 1.000

Cartesian forces, eV/Å:
Lu 8.1 0.7 0.8
P -0.8 7.3 4.5
P -1.0 -7.2 -5.0
O -1.7 -1.2 1.6
O -0.3 1.1 -2.0
O 2.5 -0.7 1.1
N 1.3 0.6 0.0
C -0.4 0.2 -0.3
C -0.4 0.1 0.2
C 0.4 -0.2 -0.2
C 0.1 0.0 0.2
C 0.0 -0.1 -0.3
C -0.7 -0.3 0.1
C 0.1 -0.2 -0.1
C 0.1 -0.2 -0.1
C -0.3 0.4 -0.7
C 0.3 0.0 0.2
C 0.4 0.2 -0.5
C 0.4 -0.9 -0.3
C 0.3 0.5 0.2
C -0.5 0.0 0.4
C 0.1 0.4 0.0
C -0.2 -0.3 0.0
C 0.1 0.0 -0.3
C 0.2 -0.1 0.3
C 0.2 0.4 0.0
C -0.4 0.2 0.0
C 0.0 0.0 0.0
C 0.0 0.3 0.2
C 0.0 0.1 -0.4
C -0.4 0.1 0.1
C 0.1 -0.8 -0.4
C 0.4 -0.2 0.1
C 0.7 -0.1 0.0
C 0.3 -0.2 0.1
C 0.1 0.0 0.3
C 0.3 0.0 0.2
C 0.1 -0.3 0.1
C -0.2 -0.3 -0.1
C 0.0 0.6 0.3
C -0.4 0.4 1.5
C -0.2 0.1 0.0
C 0.5 -0.6 -0.9
H -0.2 -0.2 0.0
H -0.1 0.2 -0.2
H 0.1 0.0 0.2
H -0.1 0.1 0.0
H -0.1 0.1 -0.1
H -0.1 0.0 0.4
H -0.1 -0.1 0.1
H 0.2 0.1 0.1
H -4.7 -1.9 3.4
H 0.1 -0.2 -0.1
H 0.1 0.1 -0.2
H -4.4 2.4 -4.5
H -0.1 0.0 0.2
H 0.1 0.0 -0.2
H -0.1 0.1 -0.1
H 0.1 0.0 -0.2
H -0.2 0.0 0.0
H -0.1 0.0 -0.1
H 0.0 -0.1 0.1
H 0.1 -0.1 0.1
H 0.0 0.0 -0.2
H -0.1 0.0 0.2
H 0.0 0.2 0.0
H 0.3 -0.3 0.1
H 0.2 0.1 -0.1
H -0.1 0.1 -0.2
H -0.1 -0.1 0.1
H -0.1 -0.2 -0.1
H 0.1 0.1 -0.1
H 0.1 -0.1 0.1
H 0.1 0.0 -0.1
H 0.1 -0.1 0.0

=====

Record 4
The following is a quantum chemistry calculation of a cluster of 2 separate species, C11H17N2 in total at a distorted geometry, from the OMol25 dataset.

## Properties
- E_LUMO (eV) = -3.1594
- charge = +1
- Kohn-Sham gap (eV) = 8.0

Positions of all 30 atoms, in Å:
N 1.259 2.048 -0.195
N -1.966 -2.059 0.759
C -0.756 -1.529 1.103
C -0.241 -1.402 2.386
C -0.231 -1.955 -2.531
C -1.976 -2.149 -0.642
C 1.417 -1.085 0.059
C 1.923 -0.879 1.398
C -0.771 -1.821 -1.162
C -1.109 2.906 -0.508
C 0.107 -1.370 -0.070
C 0.303 3.254 -0.082
C 1.084 -0.995 2.524
H 2.944 -0.531 1.516
H -2.894 -2.421 -1.153
H 0.825 4.099 -0.572
H 2.204 -1.228 -0.692
H 2.173 2.369 -0.493
H 1.526 -0.703 3.464
H 0.855 1.442 -0.938
H -1.586 2.209 0.278
H 0.483 -1.171 -2.771
H -1.043 -2.001 -3.234
H -1.102 2.383 -1.469
H -0.668 -1.700 3.392
H 0.434 3.690 0.942
H 0.230 -2.912 -2.766
H 1.286 1.504 0.701
H -2.842 -1.751 1.183
H -1.868 3.761 -0.426

Cartesian forces, eV/Å:
N -1.8 0.2 0.1
N -1.0 0.6 -1.4
C 1.7 0.0 0.9
C 0.3 -0.1 1.8
C -0.5 -0.5 -0.7
C 0.0 0.1 0.0
C 3.1 0.0 2.2
C -1.2 0.7 -1.1
C 1.3 0.2 0.5
C -1.6 -0.3 2.1
C -4.2 -1.5 0.6
C 1.3 1.7 1.1
C 0.9 0.7 -1.5
H 0.0 -0.4 0.1
H 0.3 -0.1 0.1
H -0.6 -0.7 -0.9
H -0.7 0.3 -0.2
H 0.3 -0.2 0.2
H -0.2 -0.4 0.3
H 0.6 0.0 0.7
H 1.0 0.6 -1.2
H -0.1 0.1 -0.2
H -0.4 0.7 -0.6
H -0.3 0.4 0.0
H -0.4 0.5 -1.7
H -0.7 -1.1 -0.4
H 0.5 -0.2 0.6
H 0.2 0.1 -0.9
H 0.6 -0.4 0.2
H 1.6 -0.9 -0.7

=====

Record 5
The following is a quantum chemistry calculation of a structure of composition C3H4O2Y at a distorted geometry, from the OMol25 dataset.

## Properties
- E_LUMO (eV) = -6.1117
- charge = +1
- Kohn-Sham gap (eV) = 5.7

Positions of all 10 atoms, in Å:
Y -2.457 -1.224 0.764
O 1.773 -1.444 -1.100
O 0.829 -0.188 0.283
C -1.185 0.795 1.075
C -0.055 1.022 0.395
C 1.793 -0.219 -0.592
H -1.769 1.723 1.158
H -2.162 -0.607 -1.106
H 2.675 -1.779 -1.163
H 0.558 1.922 0.286

Cartesian forces, eV/Å:
Y 2.1 2.3 -1.1
O -0.1 -0.7 1.2
O -3.4 0.9 -0.1
C -1.0 -0.4 -1.3
C 2.1 -1.9 2.2
C 1.0 0.7 -0.6
H 0.1 -0.1 0.3
H -0.6 -0.8 0.8
H 0.3 0.3 -0.8
H -0.6 -0.2 -0.6

=====

no.,DFT total energy (a.u.)
1,-15536.38070
2,-3547.23610
3,-3588.68011
4,-538.59613
5,-305.01359